1.
{
  "formula": "C43H61F9N4O12PS",
  "method": "ωB97M-V with the def2-TZVPD basis set",
  "total_charge": 1,
  "multiplicity": 1,
  "total_energy_ha": -4434.8844,
  "lumo_ev": -2.70,
  "homo_ev": -11.26,
  "symbols": ["C", "O", "C", "C", "C", "C", "C", "C", "C", "C", "C", "C", "C", "C", "C", "C", "C", "F", "F", "C", "F", "F", "S", "F", "F", "F", "F", "F", "N", "C", "P", "O", "O", "O", "C", "C", "C", "C", "C", "O", "C", "C", "O", "H", "H", "H", "H", "H", "H", "H", "H", "H", "H", "H", "H", "H", "H", "H", "H", "H", "H", "H", "H", "H", "H", "H", "H", "H", "H", "H", "H", "H", "H", "H", "H", "H", "H", "H", "H", "H", "H", "H", "H", "H", "H", "H", "H", "H", "H", "C", "C", "C", "C", "C", "C", "N", "O", "O", "H", "H", "H", "H", "H", "C", "C", "C", "C", "C", "C", "N", "O", "O", "H", "H", "H", "H", "H", "C", "C", "C", "C", "C", "C", "N", "O", "O", "H", "H", "H", "H", "H"],
  "coordinates": [[5.14299, -3.31118, 1.47006], [5.66320, -2.80726, 0.25672], [5.50719, -1.41459, 0.05684], [4.62790, -1.14133, -1.15410], [4.73540, 0.30848, -1.63302], [3.73709, 0.59408, -2.74641], [3.76009, 2.01247, -3.35647], [3.86583, 3.18436, -2.36660], [2.51359, 3.84924, -2.06681], [1.69387, 2.95638, -1.12975], [0.24383, 2.63668, -1.56145], [-0.48464, 2.24586, -0.25780], [-1.26043, 0.94688, -0.22093], [-2.62065, 1.12295, -0.89478], [-3.34863, -0.18925, -1.23387], [-3.00097, -1.34420, -0.29499], [-3.82879, -2.56986, -0.58680], [-5.14027, -2.25961, -0.38667], [-3.72547, -2.98224, -1.86617], [-3.62494, -3.80727, 0.33679], [-4.42456, -4.77214, -0.07444], [-3.99267, -3.45450, 1.56170], [-1.86594, -4.52860, 0.48221], [-1.46060, -3.27050, 1.37063], [-2.32267, -5.31825, 1.78145], [-2.23076, -5.77199, -0.41370], [-1.38476, -3.75167, -0.82109], [-0.41111, -5.09048, 0.66233], [0.59667, 2.33760, 0.81671], [1.35775, 1.05950, 1.03274], [1.22972, 0.23533, 2.64588], [1.22546, -1.21979, 2.46786], [2.40510, 0.80234, 3.56416], [-0.08100, 0.90642, 3.24418], [1.45843, 3.45330, 0.27864], [2.58118, 3.93628, 1.17924], [2.12341, 4.26649, 2.61312], [0.77881, 5.00332, 2.70462], [-0.06122, 4.52062, 3.87830], [-1.39114, 5.00203, 3.69258], [-2.32797, 4.00526, 3.73353], [-3.06313, 3.89690, 5.02371], [-2.49527, 3.29659, 2.77373], [4.05917, -3.44836, 1.41477], [5.38394, -2.65733, 2.31327], [5.61148, -4.27636, 1.65201], [6.50274, -0.98863, -0.10427], [5.07591, -0.95808, 0.95509], [4.92088, -1.83047, -1.94669], [3.58876, -1.33776, -0.87069], [5.75610, 0.50051, -1.96988], [4.51443, 0.94502, -0.76757], [2.72827, 0.36785, -2.38123], [3.91991, -0.11384, -3.55814], [4.55489, 2.06710, -4.09982], [2.82190, 2.11965, -3.90894], [4.53538, 3.93863, -2.78478], [4.30921, 2.87900, -1.41780], [2.71420, 4.80565, -1.58527], [1.97377, 4.00724, -2.99903], [2.17338, 1.97377, -1.13643], [0.19576, 1.84866, -2.31207], [-0.22683, 3.52881, -1.97523], [-1.18259, 3.03713, 0.02678], [-1.37754, 0.59255, 0.80765], [-0.70977, 0.16515, -0.75625], [-3.26067, 1.77610, -0.29849], [-2.44619, 1.66064, -1.83207], [-4.42097, -0.01181, -1.14585], [-3.17976, -0.47170, -2.27338], [-1.94426, -1.57553, -0.30789], [-3.24631, -1.05843, 0.73200], [0.17692, 2.61780, 1.70693], [1.05221, 0.30568, 0.31395], [2.41443, 1.26417, 0.85407], [3.16064, 1.11305, 3.05125], [-0.19092, 0.68919, 4.18328], [0.77565, 4.29704, 0.15594], [3.36498, 3.16994, 1.23337], [3.05206, 4.78720, 0.68806], [2.09171, 3.35961, 3.22385], [2.88868, 4.89299, 3.07330], [0.90990, 6.08257, 2.77456], [0.14616, 4.82688, 1.83728], [-0.06996, 3.42369, 3.85215], [0.35646, 4.80839, 4.84539], [-4.00276, 3.37160, 4.87413], [-3.25783, 4.88862, 5.42797], [-2.46311, 3.35724, 5.75820], [3.84830, 9.78062, -5.41223], [2.92973, 8.96231, -6.05697], [2.19084, 8.04158, -5.33319], [2.39173, 7.96352, -3.96676], [3.30255, 8.76577, -3.30305], [4.03574, 9.68081, -4.03943], [1.60175, 6.99850, -3.19340], [0.82172, 6.28547, -3.79134], [1.77078, 6.94994, -1.98807], [4.41932, 10.50106, -5.98186], [2.78586, 9.04254, -7.12509], [1.47258, 7.39966, -5.81997], [3.43407, 8.67988, -2.23534], [4.75159, 10.31890, -3.54086], [-3.94958, -7.11814, -2.98626], [-3.63694, -8.42555, -3.33389], [-3.29480, -8.73351, -4.64127], [-3.27124, -7.71543, -5.57535], [-3.58324, -6.40836, -5.25346], [-3.92589, -6.11301, -3.94407], [-2.89109, -8.03214, -6.96480], [-2.64059, -9.18842, -7.22791], [-2.84933, -7.11387, -7.75679], [-4.21230, -6.87873, -1.96441], [-3.65616, -9.20707, -2.58717], [-3.04903, -9.74407, -4.93019], [-3.55837, -5.64018, -6.01120], [-4.17317, -5.09615, -3.67037], [-3.71764, -6.09631, 4.52514], [-4.99643, -6.12277, 5.06699], [-5.18447, -6.48672, 6.39085], [-4.07676, -6.81610, 7.14854], [-2.79573, -6.80325, 6.63081], [-2.62108, -6.43970, 5.30521], [-4.26730, -7.18614, 8.56360], [-5.40238, -7.20766, 8.98894], [-3.27582, -7.44113, 9.21392], [-3.57536, -5.80639, 3.49589], [-5.85030, -5.85770, 4.45879], [-6.17106, -6.51329, 6.82791], [-1.95452, -7.07155, 7.25163], [-1.62622, -6.42276, 4.88118]],
  "lowdin_charge": [-0.10, -0.18, -0.24, -0.18, -0.22, -0.21, -0.18, -0.18, -0.14, -0.25, -0.04, -0.21, -0.16, -0.16, -0.15, -0.10, -0.47, 0.12, 0.12, -0.46, 0.15, 0.14, 0.78, -0.14, -0.14, -0.12, -0.13, -0.10, 0.00, -0.11, 0.43, -0.23, -0.10, -0.11, -0.24, -0.10, -0.16, -0.15, -0.18, -0.02, -0.52, 0.03, 0.12, 0.09, 0.08, 0.09, 0.13, 0.11, 0.13, 0.11, 0.13, 0.09, 0.10, 0.12, 0.11, 0.11, 0.11, 0.09, 0.09, 0.11, 0.11, 0.13, 0.13, 0.16, 0.12, 0.12, 0.12, 0.12, 0.12, 0.12, 0.10, 0.15, 0.14, 0.11, 0.10, 0.08, 0.12, 0.16, 0.11, 0.13, 0.09, 0.12, 0.13, 0.10, 0.10, 0.14, 0.10, 0.10, 0.10, -0.06, -0.05, 0.00, -0.15, 0.00, -0.06, -0.34, 0.07, 0.05, 0.11, 0.11, 0.12, 0.12, 0.11, -0.07, -0.06, 0.00, -0.15, 0.00, -0.06, -0.36, 0.08, 0.08, 0.09, 0.11, 0.12, 0.12, 0.10, -0.07, -0.06, 0.00, -0.15, 0.00, -0.06, -0.36, 0.08, 0.08, 0.08, 0.11, 0.12, 0.12, 0.11]
}

=====

2.
{
  "formula": "C43H61N3O2PSn",
  "method": "ωB97M-V with the def2-TZVPD basis set",
  "total_charge": 3,
  "de_lowest_kcal_mol": 30.0,
  "multiplicity": 1,
  "total_energy_ha": -2544.5707,
  "lumo_ev": [-11.04, -11.35],
  "homo_ev": [-16.07, -16.03],
  "symbols": ["Sn", "C", "C", "C", "C", "C", "C", "C", "C", "C", "C", "C", "C", "C", "C", "C", "C", "C", "C", "C", "C", "C", "P", "C", "C", "C", "C", "C", "C", "C", "C", "H", "H", "H", "H", "H", "H", "H", "H", "H", "H", "H", "H", "H", "H", "H", "H", "H", "H", "H", "H", "H", "H", "H", "H", "H", "H", "H", "H", "H", "H", "H", "H", "H", "H", "H", "H", "H", "H", "H", "H", "H", "H", "H", "H", "H", "C", "O", "C", "O", "N", "N", "H", "H", "H", "H", "H", "H", "N", "C", "C", "C", "C", "C", "C", "C", "C", "C", "C", "C", "C", "H", "H", "H", "H", "H", "H", "H", "H", "H", "H"],
  "coordinates": [[0.83123, 0.49096, -0.30356], [-0.80487, -2.32387, -4.43916], [-0.75926, -3.30296, -3.26456], [-1.85478, -4.36831, -3.40301], [-0.92961, -2.62051, -1.93304], [-1.87877, -1.61812, -1.74881], [-2.14762, -1.06503, -0.50311], [-3.37803, -0.20942, -0.31464], [-4.58254, -1.09334, 0.04844], [-3.74998, 0.60347, -1.55491], [-1.36017, -1.45949, 0.61375], [-0.41457, -2.50367, 0.44068], [-0.21937, -3.05623, -0.82003], [0.30426, -3.11536, 1.61589], [-0.18572, -4.54916, 1.85688], [1.81669, -3.14493, 1.39128], [-1.83771, -1.10529, 1.98809], [-2.69591, -2.05312, 2.55239], [-3.32652, -1.84758, 3.76514], [-3.11813, -0.66604, 4.45403], [-2.25172, 0.27504, 3.93734], [-1.59265, 0.07496, 2.71722], [-0.42310, 1.39471, 2.26037], [1.03497, 1.24540, 3.48162], [0.61228, 1.24139, 4.94708], [1.68452, -0.09919, 3.17209], [2.02847, 2.36729, 3.20084], [-1.25921, 3.12912, 2.24302], [-0.41521, 4.02492, 1.33888], [-2.64447, 2.93701, 1.64137], [-1.35190, 3.75479, 3.63047], [-0.40242, -2.79756, -5.32874], [-0.22360, -1.42336, -4.22864], [-1.82541, -2.02830, -4.66250], [0.20719, -3.81866, -3.26907], [-2.83911, -3.91032, -3.37158], [-1.79025, -5.09812, -2.60033], [-1.75097, -4.89043, -4.34899], [-2.48922, -1.32736, -2.58678], [-3.20829, 0.47577, 0.52090], [-4.67932, -1.90681, -0.66614], [-5.48499, -0.48834, 0.01588], [-4.50175, -1.51187, 1.04671], [-4.25378, -0.01790, -2.29092], [-2.86907, 1.04496, -2.01074], [-4.43734, 1.39816, -1.27666], [0.45479, -3.89289, -0.92709], [0.08157, -2.52712, 2.51155], [0.03934, -5.18348, 1.00421], [-1.25663, -4.58026, 2.03174], [0.31335, -4.96909, 2.72636], [2.08362, -3.95781, 0.72275], [2.32711, -3.31269, 2.33441], [2.18280, -2.20764, 0.95536], [-2.88237, -2.96495, 2.00400], [-3.98861, -2.59902, 4.16004], [-3.62991, -0.47274, 5.38342], [-2.09190, 1.18191, 4.49656], [-0.03042, 0.39650, 5.18183], [0.12504, 2.16072, 5.25352], [1.51494, 1.13611, 5.54737], [0.98061, -0.91380, 3.32493], [2.52639, -0.26503, 3.84007], [2.06867, -0.13691, 2.14400], [1.66027, 3.33205, 3.53698], [2.27528, 2.41637, 2.13474], [2.94963, 2.17219, 3.74474], [-0.33787, 3.60004, 0.33844], [0.57890, 4.18897, 1.74711], [-0.89329, 4.99885, 1.24979], [-2.56947, 2.56139, 0.62150], [-3.16208, 3.89448, 1.60501], [-3.25359, 2.26279, 2.24147], [-0.37487, 3.96518, 4.05516], [-1.93598, 3.16425, 4.32935], [-1.86554, 4.71003, 3.52372], [-2.77464, 4.01603, -3.25271], [-2.02748, 3.38174, -2.20904], [-0.97273, 2.65129, -2.44706], [-0.44994, 2.06482, -1.48388], [-0.48962, 2.54372, -3.68839], [0.64098, 1.74556, -3.93885], [-3.61446, 4.49268, -2.75204], [-3.15680, 3.27982, -3.96128], [-2.18962, 4.78328, -3.76169], [-0.86758, 3.12431, -4.43126], [1.44437, 2.33990, -4.14714], [0.46220, 1.17749, -4.76661], [1.92911, -0.80887, -2.31224], [3.20317, -1.38323, -2.02266], [3.36307, -2.75991, -2.12532], [4.59297, -3.35709, -1.92144], [5.68609, -2.57236, -1.59007], [5.53386, -1.20137, -1.46695], [4.29999, -0.58031, -1.67006], [4.16827, 0.87960, -1.51830], [5.24031, 1.71971, -1.88163], [5.21342, 3.07471, -1.64166], [4.12061, 3.66606, -1.03661], [3.02787, 2.87270, -0.68857], [3.09010, 1.53762, -0.97114], [1.36089, -1.48601, -2.81841], [2.03975, 0.02752, -2.88931], [2.50279, -3.36635, -2.36722], [4.69297, -4.42411, -2.03169], [6.65472, -3.02085, -1.43486], [6.39655, -0.60952, -1.20084], [6.10497, 1.25718, -2.33446], [6.06388, 3.68072, -1.92367], [4.08843, 4.72631, -0.83901], [2.14953, 3.33151, -0.25142]],
  "lowdin_charge": [1.54, -0.05, -0.38, -0.03, -0.19, 0.03, -0.15, -0.35, -0.01, -0.05, -0.16, -0.17, 0.01, -0.37, -0.02, -0.05, -0.19, -0.02, -0.01, -0.02, -0.09, -0.29, 1.21, -0.66, -0.05, -0.10, -0.07, -0.64, -0.08, -0.07, -0.05, 0.10, 0.05, 0.09, 0.13, 0.09, 0.09, 0.10, 0.12, 0.11, 0.10, 0.10, 0.06, 0.09, 0.05, 0.10, 0.13, 0.11, 0.09, 0.08, 0.10, 0.08, 0.10, 0.06, 0.13, 0.13, 0.13, 0.09, 0.08, 0.08, 0.11, 0.07, 0.12, 0.03, 0.08, 0.06, 0.11, 0.05, 0.07, 0.11, 0.07, 0.11, 0.09, 0.08, 0.08, 0.11, 0.00, 0.01, -0.56, -0.14, 0.05, 0.08, 0.12, 0.11, 0.11, 0.16, 0.12, 0.11, 0.06, -0.25, -0.02, -0.03, -0.02, 0.00, -0.13, -0.19, 0.01, -0.03, -0.03, -0.13, -0.12, 0.08, 0.07, 0.11, 0.12, 0.13, 0.13, 0.13, 0.13, 0.13, 0.08]
}